[1]
# C7H16ClOP

The molecule C7H16ClOP in a non-equilibrium geometry (the ωB97M-V functional and the def2-TZVPD basis, the OMol25 dataset).

Structure (XYZ):
```
26
Properties=species:S:1:pos:R:3:lowdin_charge:R:1
C 3.2232 -0.5771 -0.1100 -0.156
C 1.7209 1.6079 0.0295 -0.124
C -1.6140 -0.1322 -1.4539 -0.097
C -2.3544 -1.1108 0.6740 -0.136
C -1.7293 1.1111 0.6591 -0.103
C 1.9842 0.1751 -0.4748 -0.424
C -1.3683 -0.2085 -0.0132 -0.764
O 0.4352 -0.8470 2.0321 -0.337
P 0.2908 -0.7849 0.5507 0.466
Cl 0.5570 -2.6279 -0.2663 0.384
H 3.0590 -1.2650 0.7719 0.077
H 3.2326 -1.4229 -0.8324 0.063
H 4.1209 0.0157 -0.1855 0.076
H 1.2983 1.6169 1.1170 0.101
H 0.9218 2.0479 -0.4878 0.028
H 2.5193 2.2911 -0.0726 0.064
H -1.6439 -1.0937 -1.8869 0.066
H -2.5667 0.3956 -1.6023 0.100
H -0.9229 0.6005 -1.9289 0.097
H -2.3728 -0.8584 1.7427 0.090
H -1.9363 -2.1626 0.5351 0.067
H -3.3369 -1.2086 0.2425 0.087
H -1.3345 1.9934 0.1741 0.065
H -2.8237 1.1326 0.6309 0.091
H -1.2642 1.0586 1.7350 0.117
H 1.9047 0.2534 -1.5799 0.102
```

Output
**2S+1**: 3
**Gap between HOMO and LUMO (alpha / beta)**: 5.5 / 7.7 eV
**Charge**: 0
**HOMO level (alpha / beta)**: -0.176 / -0.395 Ha

---

[2]
# C10H31O6

A cluster of 6 separate species, C10H31O6 in total in a non-equilibrium geometry (the ωB97M-V functional and the def2-TZVPD basis, the OMol25 dataset).

Structure (XYZ):
```
47
Properties=species:S:1:pos:R:3:lowdin_charge:R:1
O 0.5664 10.8996 -12.8052 -0.361
H 0.1057 11.6341 -12.4025 -0.026
C 0.2843 8.7399 -8.5855 -0.087
C 0.0357 9.3739 -9.9570 -0.325
O 1.2050 9.2046 -10.7479 -0.154
H -0.0769 9.3590 -7.7662 0.060
H 1.3582 8.6422 -8.4216 0.067
H -0.1396 7.7350 -8.5969 0.061
H -0.0958 10.4558 -9.8299 0.102
H -0.8492 9.0005 -10.4758 0.105
H 1.0548 9.7724 -11.5659 0.024
C 4.1783 12.5833 -9.5149 -0.109
C 3.4564 11.8093 -10.5906 -0.333
O 2.1458 12.3202 -10.7660 -0.097
H 3.7856 12.5047 -8.4996 0.066
H 4.2935 13.6645 -9.6617 0.067
H 5.2298 12.2623 -9.5426 0.067
H 3.3569 10.7531 -10.3165 0.106
H 4.0416 11.9082 -11.5129 0.104
H 1.6718 11.7491 -11.4088 0.030
C 5.0637 9.2797 -13.5985 -0.095
C 3.5685 9.0675 -13.6639 -0.325
O 2.9583 10.3109 -14.0549 -0.119
H 5.5137 9.3273 -14.5897 0.067
H 5.5213 8.3824 -13.1528 0.068
H 5.2968 10.1059 -12.9365 0.060
H 3.1560 8.8150 -12.6783 0.103
H 3.2391 8.2846 -14.3575 0.093
H 2.0600 10.3613 -13.6499 0.023
C -2.9847 13.8342 -13.7840 -0.109
C -2.4701 12.4261 -13.6837 -0.347
O -1.3289 12.2543 -14.5119 -0.101
H -3.1710 14.0934 -14.8281 0.070
H -2.2989 14.5895 -13.3881 0.070
H -3.8800 13.9720 -13.1691 0.066
H -3.2635 11.7146 -13.9504 0.108
H -2.1512 12.2021 -12.6547 0.108
H -0.7398 11.5874 -14.0868 0.037
C 0.3019 7.7508 -15.0181 -0.100
C -0.4627 7.7836 -13.6925 -0.326
O -1.2220 8.9734 -13.5904 -0.124
H 0.9003 6.8322 -15.1226 0.065
H 0.9744 8.5998 -15.1449 0.059
H -0.3509 7.6998 -15.8956 0.065
H 0.2918 7.7593 -12.9006 0.097
H -1.1225 6.9165 -13.6864 0.100
H -0.5740 9.6763 -13.3032 0.023
```

Output
**Relative energy (zero: lowest compared OMol25 entry of this formula, charge and spin)**: 0.0 kcal/mol
**Gap between HOMO and LUMO**: 9.5 eV
**Charge**: -1
**HOMO level**: -0.224 Ha

---

[3]
# C6H7ClN2OS

A cluster of 2 separate species, C6H7ClN2OS in total in a non-equilibrium geometry (the ωB97M-V functional and the def2-TZVPD basis, the OMol25 dataset).

Structure (XYZ):
```
18
Properties=species:S:1:pos:R:3:lowdin_charge:R:1
C -2.1659 -0.8051 1.5824 -0.040
C -0.8402 -0.1787 1.9147 -0.396
O -0.3492 0.0812 2.9771 0.128
C -0.2440 0.5255 0.6194 -0.526
N 0.9726 0.8364 0.5606 0.052
C 1.4629 1.2314 -0.6873 -0.381
C 2.4539 0.2466 -1.1774 -0.190
N 3.2407 -0.4388 -1.6375 0.164
C 0.2925 1.3349 -1.7637 -0.343
S -1.2229 0.8267 -0.8287 0.911
H -2.5958 -0.9625 2.4963 0.059
H -1.9505 -1.6337 0.9353 0.049
H -2.8290 -0.1736 0.9834 0.069
H 1.8941 2.3285 -0.5127 0.189
H 0.1005 2.4348 -1.9373 0.086
H 0.1820 0.5935 -2.5533 0.062
Cl 0.2025 -2.8462 -0.5155 0.298
H 1.3958 -3.4007 -0.4559 -0.190
```

Output
**SMILES**: CC(=O)C1=N[C@@H](C#N)CS1.Cl
**Relative energy (zero: lowest compared OMol25 entry of this formula, charge and spin)**: 12.9 kcal/mol
**Gap between HOMO and LUMO**: 9.4 eV
**Charge**: 0
**HOMO level**: -0.347 Ha

---

[4]
# C4H5NOS

The molecule C4H5NOS (the ωB97M-V functional and the def2-TZVPD basis, the OMol25 dataset).

Structure (XYZ):
```
12
Properties=species:S:1:pos:R:3:lowdin_charge:R:1
C -1.7352 -0.9176 -0.0078 0.020
C -0.9693 0.1766 0.0012 -0.173
N 0.4415 0.2598 -0.0019 -0.115
C 0.9822 1.5784 -0.0008 -0.276
O 2.1450 1.8585 -0.0018 0.051
C 1.2205 -0.8906 -0.0059 -0.635
S 2.8347 -1.0560 -0.0009 0.718
H -2.8294 -0.7733 0.0075 0.067
H -1.3601 -1.9382 0.0284 0.050
H -1.4725 1.1643 -0.0112 0.116
H 0.1530 2.3179 0.0026 0.132
H 0.5895 -1.7798 -0.0093 0.045
```

Output
**SMILES**: C=CN(C=O)C=S
**Relative energy (zero: lowest compared OMol25 entry of this formula, charge and spin)**: 32.7 kcal/mol
**Gap between HOMO and LUMO**: 8.3 eV
**Charge**: 0
**HOMO level**: -0.316 Ha

---

[5]
# C12H28CrLiO4

A structure of composition C12H28CrLiO4 in a non-equilibrium geometry (the ωB97M-V functional and the def2-TZVPD basis, the OMol25 dataset).

Structure (XYZ):
```
46
Properties=species:S:1:pos:R:3:lowdin_charge:R:1
Li -0.4494 -0.2235 0.2723 0.589
Cr 0.5313 0.0645 -2.5111 0.975
C -1.2292 3.2142 0.6581 -0.063
C -0.1199 2.7433 -0.3145 -0.584
C 1.2163 2.9908 0.3600 -0.093
O -0.1720 1.4456 -0.8346 -0.400
H -1.7141 4.1529 0.3877 0.063
H -0.9023 3.1829 1.7020 0.067
H -2.1096 2.5706 0.7991 0.060
H -0.1558 3.3560 -1.2258 0.113
H 1.3615 4.0488 0.6289 0.070
H 2.0833 2.9493 -0.3101 0.064
H 1.4446 2.4085 1.2531 0.073
C 0.1792 -1.3872 3.5092 -0.091
C -0.8325 -1.9488 2.4385 -0.673
C -2.0618 -1.0701 2.4176 -0.108
O -0.2179 -2.0022 1.2040 -0.346
H 0.9043 -2.1550 3.7949 0.054
H -0.3458 -1.3499 4.4776 0.047
H 0.6328 -0.4480 3.2008 0.056
H -1.0914 -2.9715 2.7653 0.109
H -1.9063 -0.0681 2.0050 0.051
H -2.4996 -0.9330 3.4150 0.061
H -2.8300 -1.5999 1.8466 0.068
C -3.0463 -0.1696 -1.3636 -0.071
C -2.2913 -1.4841 -1.6576 -0.596
C -2.8157 -2.1471 -2.9101 -0.090
O -0.9210 -1.2638 -1.7387 -0.374
H -2.8071 0.1331 -0.3447 0.046
H -4.1082 -0.3839 -1.5236 0.067
H -2.7992 0.6803 -2.0040 0.069
H -2.5315 -2.1073 -0.7852 0.125
H -2.7424 -1.5984 -3.8523 0.069
H -3.8656 -2.3940 -2.6953 0.066
H -2.4163 -3.1381 -3.1448 0.069
C 3.4934 -0.1236 0.3751 -0.050
C 3.1628 -0.1736 -1.1216 -0.609
C 4.3249 -0.5756 -2.0307 -0.073
O 1.9641 -0.8780 -1.2805 -0.318
H 3.6955 -1.0891 0.8386 0.082
H 2.7472 0.3851 0.9801 0.056
H 4.4130 0.4766 0.4126 0.066
H 2.9386 0.8670 -1.4338 0.098
H 4.5702 -1.6258 -1.8560 0.077
H 5.1902 0.0172 -1.7199 0.064
H 4.1290 -0.3774 -3.0837 0.062
```

Output
**2S+1**: 5
**Gap between HOMO and LUMO (alpha / beta)**: 5.2 / 5.0 eV
**Charge**: -1
**HOMO level (alpha / beta)**: -0.124 / -0.124 Ha

---

[6]
# C4H5NO

The molecule C4H5NO in a non-equilibrium geometry (the ωB97M-V functional and the def2-TZVPD basis, the OMol25 dataset).

Structure (XYZ):
```
11
Properties=species:S:1:pos:R:3:lowdin_charge:R:1
C -1.5030 0.3086 -0.2073 -0.074
C -0.0873 -0.2339 -0.5155 -0.167
C 0.7798 -0.1263 0.7112 -0.415
O 0.3667 -0.2557 1.8372 0.118
C 2.2322 -0.0741 0.4271 -0.110
N 3.3459 0.0840 0.1498 0.175
H -1.6478 0.2589 0.8726 0.067
H -2.3091 -0.2211 -0.7154 0.073
H -1.5587 1.3681 -0.4907 0.080
H 0.3748 0.2084 -1.4079 0.120
H 0.0066 -1.3169 -0.6612 0.133
```

Output
**SMILES**: CCC(=O)C#N
**Relative energy (zero: lowest compared OMol25 entry of this formula, charge and spin)**: 20.9 kcal/mol
**Gap between HOMO and LUMO**: 10.9 eV
**Charge**: 0
**HOMO level**: -0.411 Ha

---

[7]
# C3H12NO3S

A cluster of 3 separate species, C3H12NO3S in total in a non-equilibrium geometry (the ωB97M-V functional and the def2-TZVPD basis, the OMol25 dataset).

Structure (XYZ):
```
20
Properties=species:S:1:pos:R:3:lowdin_charge:R:1
C 0.7473 -0.0699 1.2917 -0.296
O 0.2003 1.2316 1.4300 -0.185
C -0.1615 -0.9184 0.4033 -0.464
C 0.0713 -2.4379 0.4743 -0.556
S -1.3153 -3.3485 -0.2392 0.653
N -0.0875 -0.5351 -1.0297 0.043
H 1.7738 -0.0164 0.8713 0.119
H 0.8252 -0.4426 2.3069 0.095
H -1.1695 -0.6115 0.6998 0.126
H 0.1717 -2.6841 1.5315 0.063
H 0.9988 -2.6318 -0.0654 0.072
H -1.1111 -2.9159 -1.4862 -0.160
H 0.8331 -0.1745 -1.2201 0.061
H -0.6524 0.2783 -1.1932 0.042
H -0.4043 2.4312 -1.1372 -0.033
H -1.9934 2.4744 -0.9243 -0.009
O -1.3097 2.7796 -1.5243 -0.178
H 0.5392 1.8003 0.5613 -0.023
H 1.0305 3.3451 -0.2060 -0.028
O 1.0133 2.4460 -0.5447 -0.344
```

Output
**Relative energy (zero: lowest compared OMol25 entry of this formula, charge and spin)**: 0.0 kcal/mol
**Gap between HOMO and LUMO**: 8.0 eV
**Charge**: -1
**HOMO level**: -0.178 Ha

---

Computed calculated total energy (eV) in order:
-31372.50838, -23158.57186, -34718.99382, -18600.50297, -49714.27270, -7765.62099, -21774.54833